10
Properties=species:S:1:pos:R:3 method="wB97M-V/def2-TZVPD" orbital_gap_ev="3.335 / 4.175" e_lumo_ha="-0.6336 / -0.5827" spin_multiplicity=5 total_charge=+3 s2=6.245
C 2.209 0.715 0.397
C 1.560 -0.278 -0.352
H 2.047 -1.226 -0.591
H 0.723 0.094 -0.959
C 0.795 0.306 1.308
O 0.517 -0.602 2.097
Pm -1.141 -1.387 3.883
H 0.135 1.189 1.256
O 3.334 0.413 1.012
H 4.072 0.907 0.630

10
Properties=species:S:1:pos:R:3 method="wB97M-V/def2-TZVPD" orbital_gap_ev="9.402 / 7.952" e_lumo_ha="-0.3531 / -0.4924" spin_multiplicity=6 total_charge=+2 s2=8.757
C 1.170 0.652 0.344
C 1.439 -0.067 1.453
H 0.745 1.657 0.429
H 1.711 0.457 -0.586
H 0.997 0.189 2.418
H 1.977 -1.016 1.397
C -1.289 -0.216 -0.967
O -1.923 -1.170 -0.475
O -1.634 0.395 -1.999
Rh -3.192 -0.880 -2.013

10
Properties=species:S:1:pos:R:3 method="wB97M-V/def2-TZVPD" orbital_gap_ev=9.904 e_lumo_ha=0.0158 spin_multiplicity=1 smiles="C=C=O.O=CS"
C 0.865 -0.824 -0.201
C 2.016 -0.488 0.250
O 3.050 -0.130 0.666
H 0.805 -0.631 -1.291
H 0.005 -1.385 0.091
O -0.632 1.682 -0.790
C -0.729 0.882 0.109
S -2.157 -0.140 0.468
H -0.078 0.788 1.005
H -3.145 0.245 -0.307

10
Properties=species:S:1:pos:R:3 method="wB97M-V/def2-TZVPD" orbital_gap_ev=8.313 e_lumo_ha=-0.0397 spin_multiplicity=1
C 0.977 0.494 0.287
C -0.035 -0.595 -0.220
C -1.381 -0.220 -0.745
O 0.394 -1.788 -0.336
O 2.181 -0.043 0.627
S -2.504 0.280 0.313
H 0.944 1.182 -0.611
H 0.636 1.005 1.263
H 2.071 -0.882 0.144
H -3.282 0.566 -0.723

10
Properties=species:S:1:pos:R:3 method="wB97M-V/def2-TZVPD" orbital_gap_ev=8.705 e_lumo_ha=-0.0267 spin_multiplicity=1
C 1.313 -0.855 -0.108
C -1.152 -0.129 -0.107
C -0.778 1.270 0.186
H 1.511 -0.069 0.566
H 1.638 -2.031 0.094
H 1.788 -0.456 -1.008
H -1.573 1.743 1.288
O -0.196 -1.054 -0.155
O 0.145 1.876 -0.499
S -2.697 -0.294 -0.257

11
Properties=species:S:1:pos:R:3 method="wB97M-V/def2-TZVPD" orbital_gap_ev=9.307 e_lumo_ha=0.0187 spin_multiplicity=1 smiles="C=C(S)S.O=C=O"
C 0.256 0.232 1.285
C -0.266 0.532 0.096
S -0.168 2.273 -0.420
S -1.147 -0.581 -1.008
H 0.380 -0.794 1.601
H 1.031 0.991 1.742
H -1.340 2.375 -1.138
H -1.541 -1.429 -0.051
O 3.746 1.291 1.178
C 3.254 0.854 0.279
O 2.727 0.425 -0.634

10
Properties=species:S:1:pos:R:3 method="wB97M-V/def2-TZVPD" orbital_gap_ev="6.886 / 3.995" e_lumo_ha="-0.1719 / -0.2767" spin_multiplicity=2 total_charge=+1 s2=0.752
C -0.762 -0.032 -0.045
C -1.285 1.095 -0.573
H -2.155 1.577 -0.126
H -0.902 1.460 -1.526
C 0.695 -0.144 -0.286
O 1.412 -0.782 0.486
Yb 3.762 -1.638 0.773
H 1.067 0.198 -1.265
O -1.260 -0.611 1.057
H -0.571 -1.124 1.504

10
Properties=species:S:1:pos:R:3 method="wB97M-V/def2-TZVPD" orbital_gap_ev="6.131 / 8.396" e_lumo_ha="0.1614 / 0.1518" spin_multiplicity=2 total_charge=-1 s2=0.753
O -0.283 -0.209 0.381
C 0.351 -0.020 -0.781
C -0.030 -0.598 -1.929
H 1.086 0.793 -0.773
H 0.509 -0.369 -2.847
H -0.947 -1.187 -1.997
O -0.503 -0.002 2.616
C 0.346 0.581 1.696
O 0.390 1.830 1.597
H -0.920 -0.819 2.037

10
Properties=species:S:1:pos:R:3 method="wB97M-V/def2-TZVPD" orbital_gap_ev=9.483 e_lumo_ha=0.0135 spin_multiplicity=1
O 0.802 -1.219 -1.639
C 0.591 -0.197 -0.758
C -0.026 -0.371 0.547
O 1.350 -0.171 0.457
C -1.137 1.672 0.476
O -0.773 0.646 1.204
H 0.737 -2.065 -1.177
H 0.515 0.757 -1.267
H -0.355 -1.333 0.939
H -1.705 2.280 1.219

10
Properties=species:S:1:pos:R:3 method="wB97M-V/def2-TZVPD" orbital_gap_ev=10.626 e_lumo_ha=0.0152 spin_multiplicity=1 smiles="O=CC(O)C=O"
O 1.299 0.467 1.691
C 1.113 -0.312 0.790
C 0.228 -0.005 -0.415
O -0.124 -1.174 -1.089
C -0.981 0.815 0.003
O -2.083 0.554 -0.416
H 1.585 -1.315 0.751
H 0.827 0.640 -1.082
H -1.076 -1.302 -0.953
H -0.790 1.633 0.719

10
Properties=species:S:1:pos:R:3 method="wB97M-V/def2-TZVPD" orbital_gap_ev=10.362 e_lumo_ha=0.0109 spin_multiplicity=1
O 2.876 -0.004 -0.235
C 1.744 -0.004 -0.330
O 0.583 2.004 0.103
C -0.573 1.713 -0.052
C -0.597 -1.712 0.191
O 0.540 -2.011 -0.056
H -1.335 2.115 0.632
H -0.936 1.054 -0.869
H -0.873 -1.015 1.008
H -1.428 -2.139 -0.392

10
Properties=species:S:1:pos:R:3 method="wB97M-V/def2-TZVPD" orbital_gap_ev=10.868 e_lumo_ha=0.0219 spin_multiplicity=1 smiles="COC(=O)C=O"
C -1.629 0.049 0.495
O -0.290 -0.418 0.787
C 0.501 -0.095 -0.230
O 0.104 0.328 -1.291
C 2.016 -0.151 -0.267
O 2.737 0.676 0.227
H -2.286 -0.261 1.305
H -1.559 1.134 0.420
H -1.964 -0.346 -0.466
H 2.370 -0.917 -0.980

10
Properties=species:S:1:pos:R:3 method="wB97M-V/def2-TZVPD" orbital_gap_ev=8.849 e_lumo_ha=0.0107 spin_multiplicity=1 smiles="O=C=C(O)CO"
O 0.853 -2.085 -1.194
C 0.404 -1.050 -0.839
C 0.285 0.211 -0.459
O 0.526 1.380 -1.147
C -0.730 0.256 0.653
O -0.229 0.301 1.939
H 0.991 1.196 -1.971
H -1.403 1.107 0.533
H -1.096 -0.894 0.412
H 0.398 -0.422 2.074

10
Properties=species:S:1:pos:R:3 method="wB97M-V/def2-TZVPD" orbital_gap_ev=10.616 e_lumo_ha=0.0124 spin_multiplicity=1 smiles="O=CC(O)C=O"
O 1.257 0.470 1.585
C 1.085 -0.359 0.729
C 0.317 0.037 -0.479
O -0.059 -1.129 -1.119
C -0.931 0.733 0.078
O -2.023 0.287 -0.211
H 1.396 -1.394 0.930
H 0.881 0.748 -1.109
H -1.109 -1.042 -1.079
H -0.814 1.648 0.676

10
Properties=species:S:1:pos:R:3 method="wB97M-V/def2-TZVPD" orbital_gap_ev=9.813 e_lumo_ha=-0.0192 spin_multiplicity=1 smiles="CC(=O)C(=O)O"
C 1.784 -0.499 -0.155
C 0.583 0.491 0.173
O 0.725 1.684 0.518
C -0.790 -0.200 -0.035
O -1.792 0.329 0.411
O -0.854 -1.357 -0.642
H 1.377 -0.986 -1.219
H 2.732 0.013 -0.275
H 1.827 -1.363 0.525
H -0.033 -1.670 -1.234

11
Properties=species:S:1:pos:R:3 method="wB97M-V/def2-TZVPD" orbital_gap_ev="7.963 / 4.617" e_lumo_ha="-0.6309 / -0.7533" spin_multiplicity=6 total_charge=+3 s2=8.768
O -0.483 -0.166 0.345
Ru -1.391 -4.040 0.104
O -0.905 -2.376 0.610
C 0.037 -1.594 0.763
O 1.172 -1.630 1.100
C 0.369 0.677 -0.009
C -0.020 1.911 -0.678
H 1.413 0.524 0.304
H 0.371 2.748 -0.076
H 0.536 1.955 -1.630
H -1.099 1.991 -0.833

11
Properties=species:S:1:pos:R:3 method="wB97M-V/def2-TZVPD" orbital_gap_ev="8.251 / 7.656" e_lumo_ha="-0.0055 / -0.0228" spin_multiplicity=1
C -0.320 -0.273 0.243
C 0.283 0.954 0.231
C -1.422 -1.060 -0.224
O 3.112 -1.103 0.230
O 1.598 1.115 0.184
O -0.448 2.111 0.331
S 2.192 -0.371 -0.502
H -1.884 -0.867 -1.211
H -2.178 -1.414 0.556
H -0.875 -2.035 -0.522
H -0.057 2.943 0.683

11
Properties=species:S:1:pos:R:3 method="wB97M-V/def2-TZVPD" orbital_gap_ev=10.392 e_lumo_ha=0.0275 spin_multiplicity=1
C -3.285 -0.587 -0.052
C 1.219 -0.486 0.454
C 1.912 0.538 -0.378
O -2.745 -1.205 0.747
O -0.705 1.251 -0.273
O -3.861 -0.015 -0.854
S 0.486 1.190 0.573
H 0.594 -1.204 -0.054
H 1.715 -0.854 1.337
H 2.882 0.879 -0.052
H 1.789 0.493 -1.449

11
Properties=species:S:1:pos:R:3 method="wB97M-V/def2-TZVPD" orbital_gap_ev="8.156 / 6.606" e_lumo_ha="-0.4240 / -0.4763" spin_multiplicity=2 total_charge=+2 s2=0.758
O 1.931 0.979 0.046
C 1.311 0.063 -0.410
C 0.840 -1.223 0.139
H 0.465 -1.858 -0.671
H 0.815 -1.328 1.230
H 2.121 -1.262 -0.169
Tl -0.407 2.583 0.521
O -0.261 0.372 0.034
C -1.458 -0.072 -0.358
O -2.209 0.986 -0.207
H -3.148 0.761 -0.154

9
Properties=species:S:1:pos:R:3 method="wB97M-V/def2-TZVPD" orbital_gap_ev=9.165 e_lumo_ha=0.0253 spin_multiplicity=1 smiles="C1=CSCO1"
C 1.024 0.762 0.868
C -0.248 0.915 0.714
S -1.147 0.087 -0.651
C 0.204 -1.304 -0.309
O 1.407 -0.361 0.086
H 1.706 1.334 1.653
H -0.914 1.660 1.258
H 0.066 -2.107 0.477
H 0.346 -1.632 -1.296

Number 1: E -23784.603 eV. Number 2: E -10251.317 eV. Number 3: E -18103.549 eV. Number 4: E -18102.344 eV. Number 5: E -18102.256 eV. Number 6: E -28940.656 eV. Number 7: E -38788.853 eV. Number 8: E -9316.603 eV. Number 9: E -9313.742 eV. Number 10: E -9317.139 eV. Number 11: E -9315.465 eV. Number 12: E -9317.148 eV. Number 13: E -9315.200 eV. Number 14: E -9316.848 eV. Number 15: E -9316.901 eV. Number 16: E -11855.616 eV. Number 17: E -20148.666 eV. Number 18: E -20152.737 eV. Number 19: E -13984.394 eV. Number 20: E -16055.636 eV.